1.
Density functional theory data (the ωB97M-V functional and the def2-TZVPD basis) for a molecular structure, C17H49INO8P2S.

Structure (XYZ):
```
79
Properties=species:S:1:pos:R:3:forces:R:3:mulliken_charge:R:1
O -3.3416 3.5531 2.1927 0.0 0.0 0.1 -0.68
P -2.7876 2.2889 1.6747 -0.1 0.5 0.2 0.46
C -1.0453 1.9860 2.1745 0.1 -0.2 0.0 0.18
C -0.9635 1.0572 3.3938 -0.3 0.1 -0.5 -1.30
C -1.1097 -0.3945 2.9800 0.0 0.1 0.5 -0.18
S -0.9338 -1.3839 4.4665 0.2 -0.1 0.3 -0.11
N 0.0144 -0.7316 2.0301 -0.1 -0.2 -0.4 0.04
C 0.0958 0.0993 0.7671 0.1 0.1 -0.2 -0.19
I -1.3361 -0.6446 -0.6363 -0.3 -0.3 0.0 0.38
P 1.7933 -0.1203 -0.0105 0.6 0.4 -0.4 0.42
O 2.3763 1.1772 -0.3936 -0.1 0.0 0.1 -0.60
C -0.0892 1.6044 1.0294 -0.2 0.0 0.2 -1.51
H -2.7645 2.1885 0.2705 0.0 -0.2 0.0 0.06
H -3.4845 1.1451 2.1265 0.0 -0.2 -0.2 0.03
H -0.7436 2.9787 2.5187 -0.1 0.1 -0.1 0.59
H -1.7950 1.2775 4.0651 0.3 0.1 0.3 0.35
H -0.0164 1.1976 3.9229 -0.1 0.0 0.1 0.36
H -2.0586 -0.5778 2.4807 0.1 -0.1 -0.2 0.32
H -1.3523 -2.5852 4.0366 -0.1 0.1 -0.2 0.19
H -0.0942 -1.7112 1.7533 0.1 0.0 0.0 0.44
H 0.8974 -0.6777 2.5538 -0.1 0.1 0.1 0.57
H 2.5238 -0.8005 0.9982 -0.2 -0.2 0.1 0.00
H 1.6795 -1.0383 -1.0658 -0.3 -0.2 0.2 0.12
H -0.4671 2.0356 0.1040 0.2 0.1 -0.1 0.53
H 0.8869 2.0682 1.1832 0.0 -0.1 0.1 0.54
C 2.4377 -0.4011 7.2810 -0.1 0.0 -0.1 -1.00
C 2.3570 1.0065 6.7270 0.0 0.0 0.0 -0.27
O 1.2584 1.1671 5.8227 -0.1 -0.1 -0.1 -0.38
H 2.5356 -1.1268 6.4722 0.0 0.0 0.0 0.21
H 3.2935 -0.5070 7.9477 0.0 0.0 0.0 0.38
H 1.5365 -0.6477 7.8478 0.0 0.0 0.0 0.30
H 3.2486 1.2505 6.1516 0.0 0.0 0.0 0.32
H 2.2729 1.7348 7.5380 0.0 0.0 0.0 0.27
H 0.4479 0.9883 6.3140 0.0 0.1 0.0 0.04
C 0.3928 0.8300 -4.2780 -0.1 0.0 0.1 -1.01
C 1.6073 0.1773 -3.6510 -0.2 -0.2 -0.2 0.37
O 1.4223 -1.2387 -3.5099 0.1 0.1 0.1 -0.47
H -0.4937 0.6111 -3.6778 0.0 0.1 0.0 0.15
H 0.5173 1.9097 -4.3597 0.0 0.0 0.0 0.28
H 0.2127 0.4357 -5.2804 0.0 0.0 0.0 0.38
H 1.7776 0.5671 -2.6493 0.1 0.1 0.0 -0.01
H 2.5072 0.3704 -4.2418 0.0 0.1 0.0 0.06
H 1.2810 -1.5934 -4.3969 0.0 -0.1 0.1 0.22
C -3.3363 0.5754 8.0469 0.0 0.0 -0.1 -1.08
C -2.3380 1.5885 7.5264 -0.1 0.0 0.0 0.01
O -2.5288 1.8772 6.1397 0.0 -0.1 0.0 -0.42
H -3.2713 -0.3533 7.4785 0.0 0.0 0.0 0.24
H -3.1534 0.3550 9.0988 0.0 0.0 0.0 0.36
H -4.3553 0.9565 7.9545 0.0 0.0 0.0 0.35
H -1.3212 1.2008 7.6140 0.0 0.0 0.0 0.03
H -2.3885 2.5141 8.1058 0.1 0.0 0.0 0.29
H -3.4150 2.2429 6.0361 0.1 0.1 0.0 0.25
C 3.9423 -3.6797 -6.0576 0.0 0.1 0.0 -0.94
C 2.5094 -4.1334 -5.8595 0.0 0.0 0.0 -0.21
O 1.5913 -3.4010 -6.6671 0.0 0.0 0.1 -0.51
H 4.0356 -2.6129 -5.8509 0.0 0.0 0.0 0.22
H 4.6193 -4.2235 -5.3977 0.0 0.0 0.0 0.32
H 4.2635 -3.8510 -7.0874 0.0 0.0 0.0 0.34
H 2.1894 -3.9539 -4.8323 0.0 0.0 0.0 0.21
H 2.4194 -5.2072 -6.0519 0.0 0.0 0.0 0.31
H 1.8208 -3.5384 -7.5924 0.0 0.0 0.0 0.30
C -5.1635 -3.4853 -1.8203 0.1 0.0 0.0 -0.96
C -4.7923 -2.3334 -2.7320 0.0 -0.1 0.0 -0.28
O -3.3791 -2.2185 -2.9157 0.1 0.1 0.2 -0.41
H -4.6888 -3.3705 -0.8444 0.0 0.0 0.0 0.21
H -6.2432 -3.5347 -1.6779 0.0 0.0 0.0 0.34
H -4.8353 -4.4371 -2.2436 0.0 0.0 0.0 0.33
H -5.1108 -1.3831 -2.3044 0.0 0.0 0.0 0.28
H -5.2815 -2.4415 -3.7038 0.0 0.0 0.0 0.27
H -3.0628 -3.0353 -3.3173 0.0 0.1 0.0 0.26
C 3.7347 3.7731 -7.1827 0.0 0.1 0.0 -1.14
C 2.7426 2.8190 -6.5479 0.0 0.0 -0.1 -0.03
O 1.5404 3.4704 -6.1478 0.0 0.0 0.0 -0.50
H 3.9776 4.5822 -6.4939 0.0 0.0 0.0 0.30
H 4.6556 3.2548 -7.4526 0.0 0.0 0.0 0.33
H 3.3184 4.2169 -8.0898 0.0 0.0 0.0 0.34
H 3.1581 2.3876 -5.6367 0.0 0.0 0.0 0.18
H 2.5130 1.9965 -7.2347 0.0 0.0 0.0 0.27
H 1.1369 3.8579 -6.9320 0.0 0.0 0.1 0.28
```
Forces are in eV/Å.

Kohn-Sham gap: 0.3212 Ha
total charge: +1
E_HOMO: -0.4363 Ha
LUMO energy: -3.1 eV
multiplicity: 1

---

2.
Density functional theory data (the ωB97M-V functional and the def2-TZVPD basis) for a molecular structure, C17H50N11O12V at a distorted geometry.

Structure (XYZ):
```
91
Properties=species:S:1:pos:R:3:forces:R:3:lowdin_spin:R:1
V 1.9110 -1.4831 -2.7693 -0.3 0.9 5.7 2.07
N 0.5943 -0.3615 0.5020 0.6 1.5 0.1 0.00
O -0.2989 0.4251 0.6255 -4.0 2.5 -1.2 0.00
O 0.7529 -1.0033 -0.5218 0.4 -2.2 -2.8 0.00
O 1.3366 -0.4162 1.4331 3.6 -2.1 2.6 0.00
C -0.1292 4.5067 4.0706 0.7 0.8 1.5 0.00
O -1.1782 4.5457 3.1458 -0.5 -0.9 -1.1 0.01
C -1.8412 3.2941 2.8434 0.6 1.7 2.4 0.04
C -2.2172 3.3977 1.4075 1.8 1.4 -2.3 0.05
N -3.2291 4.4208 1.0161 -1.5 -3.0 2.9 0.63
C -4.5678 3.9132 1.1078 -0.4 -0.7 -2.0 0.09
C -5.4981 4.5367 -0.0301 -1.2 1.7 0.6 0.06
O -5.5708 5.9712 0.0214 0.9 -0.5 1.9 0.03
C -5.9044 6.4912 1.3430 -0.7 1.4 -0.1 0.00
H -0.4848 4.3246 5.0848 -0.2 -0.2 0.1 0.00
H 0.3270 5.4962 4.0986 -0.3 0.1 -0.2 0.00
H 0.7258 3.8501 3.9094 -0.3 -0.6 -0.7 0.00
H -2.6388 3.1813 3.5777 -0.6 -0.1 -0.3 0.00
H -1.1843 2.4492 3.0497 0.2 -0.2 -0.6 0.00
H -2.2359 2.4205 0.9250 -1.3 0.1 -0.1 0.00
H -1.3201 3.8405 0.9749 0.4 -0.1 0.0 0.01
H -3.1914 5.3305 1.4532 0.9 0.9 -0.4 0.02
H -5.0427 4.0179 2.0834 0.1 1.1 0.3 0.04
H -4.4906 2.8271 1.0571 -0.2 0.0 -0.7 0.00
H -6.5400 4.2476 0.1075 0.1 -0.9 0.4 0.01
H -5.2349 4.2900 -1.0587 0.5 -0.1 0.3 0.00
H -5.2057 6.4602 2.1790 0.8 -1.1 -0.3 0.00
H -6.8793 6.2401 1.7609 -0.1 -0.9 -0.5 0.00
H -5.9887 7.5778 1.3232 0.0 0.1 -1.1 0.00
C -2.1916 -5.7392 -3.8368 -1.4 -1.6 -0.7 0.00
O -2.1848 -4.6448 -2.9996 1.1 2.3 1.3 0.00
C -1.0494 -3.8236 -3.3051 -0.6 -0.2 0.0 0.00
C -1.0522 -2.4778 -2.5742 -1.8 -0.9 1.1 0.00
N -0.3012 -1.3360 -3.1934 1.2 -2.0 0.1 -0.05
C -0.8130 -0.0705 -2.7443 -0.3 3.1 1.2 0.00
C 0.1917 1.0926 -2.9334 -2.3 0.7 -0.3 0.00
O 1.4715 0.6988 -2.6213 3.4 -1.6 -1.2 -0.01
C 2.4746 1.7605 -2.8634 1.6 0.7 0.6 0.00
H -2.3572 -5.4743 -4.8810 0.5 0.2 -0.3 0.00
H -3.0993 -6.2978 -3.6083 0.1 -0.1 0.3 0.00
H -1.3541 -6.4231 -3.6992 0.3 0.1 -0.1 0.00
H -1.1953 -3.6674 -4.3739 1.0 0.2 -0.4 0.00
H -0.1547 -4.3656 -2.9990 0.4 -0.3 -0.6 0.00
H -0.8433 -2.5905 -1.5103 0.7 0.2 -0.1 0.00
H -2.1155 -2.2437 -2.5214 -0.2 0.6 -0.4 0.00
H -0.4964 -1.4565 -4.1770 0.2 0.2 -0.7 0.00
H -1.1186 -0.0687 -1.6980 0.6 -0.7 0.1 0.00
H -1.7420 0.2759 -3.1972 0.0 -0.6 -0.8 0.00
H -0.0135 1.9232 -2.2581 -0.6 0.0 0.2 0.00
H 0.1367 1.5307 -3.9300 0.2 -0.3 -0.3 0.00
H 3.4967 1.3823 -2.8468 -0.3 -0.8 0.3 0.00
H 2.4768 2.5116 -2.0734 -0.6 -0.3 0.4 0.00
H 2.4956 2.3580 -3.7748 -1.3 -0.7 -0.6 0.00
C 2.1163 -4.4495 -1.0765 -1.2 -0.3 -1.9 0.00
O 2.0980 -3.2649 -1.4733 0.1 3.5 -2.1 0.00
N 2.2013 -5.4631 -1.8659 1.3 -1.7 -3.8 0.00
N 1.8219 -4.8440 0.0825 -0.7 0.5 5.7 0.00
H 2.1610 -5.2851 -2.8593 0.5 -0.7 0.1 0.00
H 2.2403 -6.3831 -1.4510 -0.1 -0.1 -0.9 0.00
H 1.3647 -4.1984 0.7105 0.1 0.2 0.6 0.00
H 1.8149 -5.8272 0.3137 -0.2 0.3 0.2 0.00
C -1.2401 -3.2853 1.8987 -2.5 -4.3 3.2 0.00
O -1.9388 -4.2363 2.1819 -0.5 -1.3 -1.0 0.00
N 0.0098 -3.1909 2.2144 5.5 -0.2 -0.3 0.00
N -1.6860 -2.1269 1.6260 -2.7 5.0 -2.6 0.00
H 0.2815 -2.2185 2.2410 1.3 -0.8 0.8 0.00
H 0.5100 -3.9478 2.6582 -0.1 0.4 0.4 0.00
H -0.9851 -1.4432 1.3780 -1.5 0.4 0.0 0.00
H -2.6867 -2.0106 1.5537 0.3 0.3 -0.2 0.00
C 2.5000 3.1679 0.9242 1.0 3.3 -0.3 0.00
O 3.3944 3.9427 0.9056 3.4 2.6 -0.5 0.00
N 1.3414 3.4429 0.4552 -5.2 0.8 -2.6 0.00
N 2.5678 2.0655 1.5180 1.9 -6.8 3.4 0.00
H 0.7091 2.6553 0.4427 -0.7 0.8 -0.3 0.00
H 1.1587 4.3765 0.1158 -0.2 -0.4 0.0 0.00
H 1.8777 1.3334 1.6062 0.0 0.4 0.2 0.00
H 3.4906 1.9216 1.9025 -0.2 -0.3 0.3 0.00
C 4.4833 -1.2670 -0.7537 -0.3 1.0 0.6 0.00
O 3.5688 -0.8472 -1.4550 -4.5 0.1 -5.1 -0.01
N 5.4735 -1.9630 -1.1156 2.7 -3.1 -3.6 0.00
N 4.5722 -0.8406 0.4189 -0.2 1.7 5.9 0.00
H 5.4928 -2.0549 -2.1212 1.0 -0.5 0.1 0.00
H 6.3114 -1.9937 -0.5525 0.1 -0.2 -0.5 0.00
H 5.3075 -1.2227 0.9963 -0.3 0.4 0.4 0.00
H 3.8023 -0.3485 0.8493 0.0 0.0 0.1 0.00
C 3.3780 -2.6185 2.9754 0.2 -0.3 0.2 0.00
O 3.1510 -4.0225 3.2045 -0.8 1.0 0.1 0.00
H 4.4072 -2.3394 3.2011 0.3 -0.1 -0.2 0.00
H 3.0841 -2.2516 1.9919 0.1 -0.4 -0.3 0.00
H 2.7912 -2.0047 3.6589 -0.3 -0.6 0.3 0.00
H 3.6171 -4.6029 2.5982 0.4 0.4 -0.1 0.00
```
Forces are in eV/Å.

Kohn-Sham gap (spin up / spin down): 0.1145 / 0.1528 Ha
total charge: +3
E_HOMO (spin up / spin down): -0.5722 / -0.5722 Ha
LUMO energy (spin up / spin down): -12.5 / -11.4 eV
multiplicity: 4

---

Electronic energy values (in eV) by entry order: -73799.6890; -85052.7694.